DFT (ωB97M-V with the def2-TZVPD basis set) results for C8H19BF2GeMoN2O2S2 as an isolated structure.

Geometry as XYZ:
```
38
Properties=species:S:1:pos:R:3:lowdin_charge:R:1
Mo -0.136 -0.882 0.001 1.278
C -1.092 -6.351 1.601 0.023
O -0.881 -5.186 0.720 -0.200
C -1.064 -3.990 1.181 -1.164
S -1.558 -3.438 2.607 0.814
S -0.845 -2.952 -0.351 0.700
H -0.341 -7.065 1.288 0.109
H -2.096 -6.713 1.404 0.114
H -0.967 -6.045 2.633 0.068
F 2.595 -2.117 1.128 0.261
B 2.002 -0.966 0.938 -0.908
F 2.683 0.095 0.514 0.209
C 1.240 2.608 -1.165 0.004
N 0.572 2.172 -2.404 0.094
C -0.083 1.055 -2.560 -0.464
N -0.696 0.684 -3.665 0.255
O -0.146 0.216 -1.537 -0.248
H 1.406 3.677 -1.248 0.110
H 2.191 2.096 -1.043 0.096
H 0.596 2.428 -0.310 0.081
H 0.636 2.782 -3.208 0.178
H -0.734 1.280 -4.480 0.154
H -1.155 -0.212 -3.711 0.148
C 2.826 -0.265 3.921 -0.184
Ge 1.081 0.399 3.504 0.841
C 0.983 2.235 2.973 -0.194
C -0.308 -0.196 4.678 -0.194
C 0.534 -0.570 1.718 -0.311
H 3.102 0.113 4.906 0.051
H 3.576 0.070 3.204 0.044
H 2.823 -1.354 3.961 0.048
H 1.202 2.862 3.839 0.047
H -0.022 2.471 2.624 0.036
H 1.715 2.458 2.197 0.027
H -0.136 0.261 5.654 0.048
H -0.278 -1.279 4.797 0.026
H -1.288 0.109 4.316 0.042
H -0.125 -1.500 1.876 -0.038
```

As for the highest occupied orbital energy (spin up / spin down): -15.2908 / -15.2967 eV. For the energy above the lowest of the compared OMol25 structures with the same formula, charge and spin, the calculation gives 54.1 kJ/mol. Its max |F| is 1.21 eV/Å. Its net charge is +2. The HOMO-LUMO gap (spin up / spin down) comes out at 6.81 / 6.81 eV.

***

DFT (ωB97M-V with the def2-TZVPD basis set) results for a 5-piece molecular cluster, C20H30O15 overall.

Geometry as XYZ:
```
65
Properties=species:S:1:pos:R:3:lowdin_charge:R:1
C 7.073 0.581 -18.858 -0.003
C 8.283 1.009 -19.684 -0.280
C 8.521 2.531 -19.871 -0.079
O 9.675 2.819 -19.085 0.072
C 10.298 1.661 -18.785 -0.558
O 11.415 1.564 -18.387 0.157
O 9.474 0.618 -18.984 0.062
H 6.759 1.419 -18.230 0.090
H 7.399 -0.222 -18.202 0.066
H 6.220 0.270 -19.453 0.085
H 8.287 0.546 -20.668 0.148
H 7.700 3.204 -19.647 0.133
H 8.800 2.681 -20.919 0.130
C 13.189 3.181 -15.899 -0.020
C 13.695 1.890 -15.325 -0.285
C 14.577 2.061 -14.073 -0.080
O 13.971 1.228 -13.088 0.076
C 12.757 0.824 -13.508 -0.561
O 11.952 0.307 -12.799 0.151
O 12.572 1.117 -14.811 0.064
H 13.892 3.598 -16.626 0.095
H 13.040 3.903 -15.093 0.087
H 12.250 3.143 -16.449 0.072
H 14.231 1.245 -16.019 0.142
H 14.629 3.098 -13.738 0.128
H 15.595 1.704 -14.218 0.135
C 12.363 -5.700 -13.801 -0.007
C 12.184 -6.567 -15.041 -0.282
C 10.759 -7.142 -15.204 -0.057
O 10.292 -6.578 -16.440 0.076
C 11.254 -5.851 -17.016 -0.583
O 11.155 -5.303 -18.072 0.147
O 12.333 -5.742 -16.211 0.054
H 11.438 -5.173 -13.565 0.077
H 13.156 -4.974 -13.978 0.087
H 12.638 -6.308 -12.939 0.090
H 12.954 -7.337 -15.060 0.148
H 10.102 -6.776 -14.418 0.120
H 10.754 -8.222 -15.315 0.131
C 12.820 -1.078 -17.583 -0.030
C 13.420 -2.215 -16.822 -0.300
C 14.165 -3.285 -17.623 -0.054
O 15.425 -3.414 -16.931 0.068
C 15.550 -2.450 -15.995 -0.578
O 16.515 -2.294 -15.321 0.156
O 14.428 -1.706 -15.914 0.075
H 12.120 -1.419 -18.354 0.102
H 13.585 -0.506 -18.109 0.100
H 12.215 -0.418 -16.964 0.057
H 12.687 -2.712 -16.185 0.129
H 14.383 -2.968 -18.641 0.137
H 13.648 -4.235 -17.576 0.108
C 9.164 -1.384 -16.296 -0.025
C 9.996 -2.086 -15.249 -0.298
C 9.630 -1.675 -13.829 -0.073
O 8.610 -2.636 -13.490 0.067
C 8.789 -3.736 -14.263 -0.569
O 8.255 -4.782 -14.079 0.159
O 9.702 -3.489 -15.227 0.074
H 8.087 -1.436 -16.084 0.097
H 9.175 -1.934 -17.246 0.097
H 9.472 -0.354 -16.449 0.083
H 11.042 -1.944 -15.493 0.121
H 9.211 -0.679 -13.760 0.138
H 10.477 -1.825 -13.160 0.127
```

As for the highest occupied orbital energy: -10.7915 eV. For the energy above the lowest of the compared OMol25 structures with the same formula, charge and spin, the calculation gives 0.0 kJ/mol. Its max |F| is 1.43 eV/Å. The structure (SMILES) is C[C@H]1COC(=O)O1.C[C@H]1COC(=O)O1.C[C@H]1COC(=O)O1.C[C@H]1COC(=O)O1.C[C@H]1COC(=O)O1. Its net charge is 0. The HOMO-LUMO gap comes out at 11.19 eV.